Record 1
Formula: C4H4Br2
Source: the OMol25 dataset
Level of theory: ωB97M-V with the def2-TZVPD basis set

F_max, eV/A: 0.3
Energy above the lowest of the compared OMol25 structures with the same formula, charge and spin, kcal per mole: 0.0
HOMO, eV: -10.11
SMILES: Br[C@H]1C=C[C@@H]1Br
DFT total energy, eV: -144296.4234
HOMO-LUMO gap, eV: 10.792

Each line ends with the natural charge from an NBO analysis.
Geometry (Å):
C1 0.506 0.999 0.434  -0.1743
C2 -0.506 0.999 -0.434  -0.1743
C3 0.564 -0.494 0.529  -0.2701
C4 -0.564 -0.494 -0.529  -0.2701
Br1 2.241 -1.324 -0.043  -0.0177
Br2 -2.241 -1.324 0.043  -0.0177
H1 1.110 1.754 0.899  0.2228
H2 -1.110 1.754 -0.899  0.2228
H3 0.307 -0.936 1.491  0.2393
H4 -0.307 -0.936 -1.491  0.2393

Forces on the atoms, in the same order (eV/Å):
C 0.0202 -0.1063 -0.2337
C -0.0202 -0.1062 0.2337
C 0.1511 -0.1687 0.2071
C -0.1511 -0.1688 -0.2070
Br -0.1728 0.0787 0.0791
Br 0.1729 0.0788 -0.0791
H 0.1084 0.2131 0.0995
H -0.1085 0.2131 -0.0995
H 0.0296 -0.0168 -0.1586
H -0.0297 -0.0168 0.1586

---

Record 2
Formula: C4H4Br2F4O2PS
Source: the OMol25 dataset
Level of theory: ωB97M-V with the def2-TZVPD basis set

F_max, eV/A: 1.5
Charge: -1
HOMO, eV: -3.94
DFT total energy, eV: -179385.3924
HOMO-LUMO gap, eV: 6.577

Each line ends with the natural charge from an NBO analysis.
Geometry (Å):
C1 -1.691 -1.386 2.615  -0.6726
C2 -1.455 -0.556 1.411  -0.0607
Br1 -2.830 -0.668 0.145  0.2273
C3 -0.408 0.240 1.168  -0.5007
Br2 0.993 0.437 2.451  0.0720
P1 -0.407 1.180 -0.386  0.3840
S1 1.664 1.566 -0.930  1.7870
O1 1.770 2.985 -1.135  -0.9305
O2 2.655 1.003 -0.053  -0.9227
C4 2.009 0.813 -2.613  0.7457
F1 2.312 -0.475 -2.473  -0.3021
F2 3.049 1.444 -3.157  -0.3078
F3 0.949 0.944 -3.413  -0.3148
H1 -1.791 -2.415 2.283  0.2630
H2 -0.883 -1.338 3.331  0.2229
H3 -2.605 -1.092 3.117  0.2258
H4 -0.781 0.270 -1.399  0.0536
F4 -2.550 -2.950 -0.963  -0.9694

Forces on the atoms, in the same order (eV/Å):
C 0.1087 -0.2691 0.1421
C -0.1138 0.4791 0.0597
Br 0.0855 0.3453 0.2412
C 0.3608 -0.7225 -0.4220
Br -0.2785 0.0885 -0.1407
P -1.0581 1.0124 0.2359
S 1.3062 0.2849 0.5161
O -0.5459 0.1907 -0.5178
O -0.0720 -0.5664 -0.1660
C -0.0420 -0.1445 0.2686
F -0.1486 0.1383 -0.1730
F -0.1304 -0.0585 0.0312
F 0.0783 -0.0426 -0.0221
H -0.1604 -0.2094 -0.0600
H 0.2527 0.1185 0.0481
H -0.2773 0.0436 -0.0089
H 0.5826 -0.3324 0.1395
F 0.0524 -0.3560 -0.1719